Record 1
135
Properties=species:S:1:pos:R:3:forces:R:3:lowdin_charge:R:1 method="wB97M-V/def2-TZVPD" lumo_energy_ev="3.30 / 3.30" spin_multiplicity=2 s2=0.762 mol_weight_g_mol=1321.9 total_charge=-2 e_homo_ha="-0.0308 / -0.0308"
Cs -1.8854 0.1156 -1.3068 2.024 -1.192 1.961 1.248
N -1.4776 0.9732 -4.0385 0.065 0.094 -0.582 -0.086
C -0.3995 1.6020 -4.7680 -0.033 0.148 -0.320 -0.273
C -0.0907 2.9824 -4.1794 -0.086 -0.245 -0.077 -0.177
N 0.5994 2.9279 -2.9016 -0.248 0.260 0.339 -0.148
C 0.1009 3.9006 -1.9228 0.011 -0.005 0.080 -0.172
C 0.2744 3.4997 -0.4521 0.012 0.015 -0.151 -0.272
N -0.8390 2.6731 -0.0214 0.301 0.428 0.077 -0.047
C 2.0294 3.0137 -3.0619 0.137 -0.321 0.001 -0.213
C 2.5804 1.8240 -3.8398 0.276 0.005 0.081 -0.263
N 2.2800 0.5674 -3.1588 0.066 0.029 -0.015 0.033
H -1.7174 0.0629 -4.4126 -0.059 -0.014 -0.044 0.061
H -2.3199 1.5365 -4.0712 -0.171 -0.028 0.079 0.043
H -0.6103 1.7541 -5.8426 0.000 -0.045 0.022 0.107
H 0.4754 0.9530 -4.6924 -0.179 0.111 -0.127 0.064
H -1.0442 3.5009 -4.0513 0.011 0.018 0.011 0.115
H 0.4952 3.5560 -4.9186 -0.014 0.056 0.017 0.115
H -0.9691 4.0220 -2.0841 0.001 0.104 -0.072 0.090
H 0.5789 4.8847 -2.0865 -0.016 0.000 -0.049 0.115
H 0.3851 4.4311 0.1320 0.070 -0.036 -0.018 0.102
H 1.1901 2.9156 -0.3240 -0.004 0.053 -0.027 0.066
H -1.7047 3.2043 0.0131 -0.041 -0.153 0.029 0.057
H -0.6973 2.2607 0.8929 -0.158 -0.151 -0.024 0.037
H 2.4860 3.0211 -2.0683 0.020 0.005 -0.006 0.100
H 2.3407 3.9431 -3.5812 -0.072 0.036 0.040 0.119
H 3.6674 1.9497 -3.9259 0.009 0.000 0.017 0.093
H 2.1855 1.8527 -4.8630 0.084 0.050 0.021 0.093
H 1.9982 -0.1506 -3.8145 0.168 0.019 0.095 0.035
H 1.4927 0.7062 -2.5260 0.101 -0.042 0.052 0.050
C -5.7309 0.8602 1.5801 0.096 -0.021 -0.319 -0.106
C -5.7691 0.9883 2.9650 -0.236 -0.013 0.105 -0.140
C -4.5919 0.9874 3.6913 0.383 -0.055 0.290 -0.101
C -3.3473 0.8892 3.0361 -1.138 0.048 -0.227 -0.262
C -3.3006 0.7760 1.6367 1.675 -0.249 -0.311 -0.120
C -4.5018 0.7247 0.9382 -0.608 0.209 0.629 -0.195
C -2.1257 0.8306 3.8636 0.174 -0.332 -0.225 -0.231
C -2.0568 1.5049 5.1209 0.239 0.059 0.286 -0.011
C -0.9480 1.3849 5.9030 -0.176 -0.025 -0.040 -0.034
C 0.1197 0.5578 5.4817 -0.014 -0.098 -0.198 -0.176
C 1.2946 0.3527 6.2342 0.099 -0.089 0.018 -0.062
C 2.2724 -0.4916 5.7768 -0.030 0.116 0.203 -0.108
C 2.0972 -1.1810 4.5616 -0.047 -0.059 -0.258 -0.087
C 0.9748 -0.9885 3.8011 0.131 0.106 -0.002 -0.010
C -0.0391 -0.0964 4.2312 0.102 0.263 0.274 -0.215
N -1.1257 0.0730 3.4474 -0.176 0.181 -0.020 0.188
H -6.6516 0.8772 1.0021 -0.020 -0.019 0.052 0.090
H -6.7211 1.0718 3.4801 0.006 -0.016 0.004 0.077
H -4.6436 1.0010 4.7809 -0.099 0.087 -0.023 0.082
H -4.4977 0.6144 -0.1434 -0.166 0.003 -0.030 0.023
H -2.8851 2.1211 5.4421 -0.012 0.036 -0.071 0.099
H -0.8757 1.8932 6.8599 -0.008 0.050 -0.021 0.103
H 1.4005 0.8601 7.1884 0.037 0.035 -0.031 0.100
H 3.1814 -0.6359 6.3493 -0.025 -0.026 0.027 0.088
H 2.8613 -1.8751 4.2301 0.033 0.011 -0.066 0.090
H 0.8169 -1.5029 2.8605 0.061 0.089 0.059 0.097
C -1.9553 -3.2531 4.4041 -0.055 0.010 -0.175 -0.088
C -0.8087 -3.9444 4.0210 -0.031 -0.048 0.051 -0.107
C -0.3754 -3.9035 2.7100 0.055 -0.093 -0.220 -0.053
C -1.0870 -3.1578 1.7630 -0.413 -0.114 1.192 -0.257
C -2.2352 -2.4661 2.1539 0.239 -0.165 -0.475 0.002
C -2.6689 -2.5233 3.4644 -0.141 -0.159 0.309 -0.072
N -0.7209 -2.9999 0.4299 0.261 0.337 -1.269 0.109
N 0.0809 -3.8221 -0.0419 -0.302 -0.338 1.146 0.070
C 0.4097 -3.6168 -1.3837 0.201 0.433 -0.582 -0.282
C 0.9757 -4.7089 -2.0521 -0.109 0.201 0.065 -0.035
C 1.4006 -4.5973 -3.3639 -0.003 0.049 -0.165 -0.104
C 1.2124 -3.4086 -4.0587 -0.023 -0.299 0.190 -0.093
C 0.5691 -2.3481 -3.4277 -0.002 0.849 -0.030 -0.108
C 0.2583 -2.4292 -2.0962 0.024 -1.224 -0.240 0.091
H -2.2818 -3.2782 5.4368 -0.005 0.008 0.008 0.095
H -0.2547 -4.5140 4.7582 0.055 0.029 -0.017 0.093
H 0.5210 -4.4304 2.4080 0.001 0.017 -0.027 0.090
H -2.7651 -1.8832 1.4106 0.024 0.129 0.079 0.100
H -3.5555 -1.9740 3.7562 0.024 0.059 -0.048 0.108
H 1.0276 -5.6556 -1.5294 0.122 0.061 0.126 0.106
H 1.8549 -5.4483 -3.8567 -0.002 0.009 0.002 0.093
H 1.5548 -3.3152 -5.0818 -0.131 0.029 -0.047 0.097
H 0.3349 -1.4484 -3.9904 0.037 0.000 0.056 0.084
O 1.7417 0.4562 -0.0597 -0.547 -0.124 -0.247 -0.442
As 3.2697 0.5649 0.4626 0.930 0.386 0.456 1.183
C 3.9237 -1.0876 1.2219 0.021 0.072 -0.039 -0.301
C 3.1465 -2.2186 1.0379 -0.171 0.043 -0.075 -0.090
C 3.6036 -3.4558 1.4694 0.058 -0.021 0.023 -0.071
C 4.8432 -3.5498 2.0857 -0.019 -0.053 0.013 -0.093
C 5.6208 -2.4133 2.2784 0.032 0.023 0.027 -0.095
C 5.1636 -1.1790 1.8448 -0.058 0.039 0.007 -0.098
C 4.7023 0.9953 -0.7895 -0.174 -0.022 -0.001 -0.287
C 5.1056 2.3090 -0.9806 -0.081 0.070 0.005 -0.113
C 6.1273 2.6038 -1.8751 -0.005 0.034 0.017 -0.089
C 6.7397 1.5825 -2.5828 0.004 -0.065 -0.024 -0.099
C 6.3293 0.2660 -2.4022 0.095 0.071 -0.055 -0.084
C 5.3154 -0.0253 -1.5069 -0.131 -0.090 0.041 -0.094
C 3.4466 1.9752 1.7935 -0.147 -0.130 -0.048 -0.279
C 2.2579 2.4989 2.2885 -0.107 -0.264 -0.100 -0.081
C 2.2804 3.4999 3.2456 0.043 0.085 0.120 -0.060
C 3.4960 3.9914 3.7007 -0.027 0.002 -0.037 -0.089
C 4.6860 3.4850 3.1955 0.034 -0.012 0.008 -0.095
C 4.6628 2.4744 2.2451 0.113 -0.066 0.028 -0.120
H 2.1870 -2.1145 0.5480 -0.115 -0.052 -0.036 0.088
H 2.9924 -4.3354 1.3100 -0.016 0.003 0.012 0.100
H 5.2124 -4.5122 2.4191 -0.021 -0.004 0.001 0.097
H 6.5875 -2.4936 2.7609 -0.016 0.007 0.012 0.096
H 5.7658 -0.2896 1.9922 0.041 -0.042 -0.011 0.095
H 4.6193 3.1033 -0.4258 0.037 0.033 -0.051 0.104
H 6.4427 3.6296 -2.0212 -0.033 0.002 0.011 0.100
H 7.5337 1.8102 -3.2839 -0.005 -0.005 0.005 0.096
H 6.8033 -0.5272 -2.9669 -0.033 -0.020 0.017 0.099
H 4.9808 -1.0469 -1.3687 0.045 -0.014 -0.043 0.110
H 1.3218 2.0994 1.9139 -0.031 0.008 0.063 0.091
H 1.3527 3.8944 3.6392 -0.033 -0.031 -0.029 0.111
H 3.5194 4.7735 4.4498 -0.014 0.005 -0.011 0.097
H 5.6334 3.8828 3.5392 0.001 -0.034 0.009 0.096
H 5.5957 2.0844 1.8529 -0.001 0.042 -0.009 0.094
F -3.0462 2.1487 -1.8607 -1.193 1.502 -0.638 -0.538
As -4.3364 3.2541 -2.1668 -0.584 2.523 0.020 0.748
F -4.1410 3.8611 -0.5333 -0.002 -0.233 -0.283 -0.261
F -5.6021 2.2116 -1.6653 0.255 -0.284 -0.128 -0.223
F -5.5462 4.5142 -2.4501 0.231 -0.394 -0.014 -0.293
F -4.4476 2.7819 -3.8365 0.047 -0.318 0.212 -0.252
F -3.1239 4.4546 -2.6877 -0.030 -0.387 0.114 -0.295
O -2.8518 -4.1491 -1.6656 -0.066 0.012 -0.089 0.025
C -3.5861 -3.2724 -2.1051 -0.189 -0.196 -0.062 -0.469
N -3.3105 -1.9541 -2.2466 0.054 -1.130 -0.252 -0.065
C -4.3709 -1.3025 -2.7717 -0.391 -0.100 -0.257 -0.517
O -4.4268 -0.1120 -3.0426 -0.104 -0.113 -0.169 -0.019
C -5.4953 -2.2981 -3.0096 -0.009 -0.251 0.068 -0.079
C -6.7673 -2.1729 -3.5244 -0.010 0.083 -0.019 -0.015
C -7.5419 -3.3285 -3.6291 -0.049 0.006 -0.027 -0.105
C -7.0437 -4.5628 -3.2285 0.009 -0.040 0.008 -0.109
C -5.7556 -4.6768 -2.7053 0.020 -0.034 0.018 -0.028
C -5.0012 -3.5287 -2.6038 -0.080 0.165 -0.040 -0.090
H -7.1504 -1.2082 -3.8340 0.034 0.020 0.015 0.114
H -8.5477 -3.2671 -4.0294 0.001 0.007 0.005 0.088
H -7.6657 -5.4460 -3.3244 -0.010 0.010 0.003 0.086
H -5.3553 -5.6324 -2.3885 0.012 0.008 0.014 0.107



Record 2
99
Properties=species:S:1:pos:R:3:forces:R:3:lowdin_charge:R:1 method="wB97M-V/def2-TZVPD" lumo_energy_ev="3.38 / 3.37" spin_multiplicity=8 s2=15.794 mol_weight_g_mol=791.4 total_charge=-2 e_homo_ha="0.0184 / 0.0062"
C 0.5424 -0.4803 -6.7267 0.125 -0.866 -0.951 -0.256
C 0.3063 -1.1168 -5.3619 0.393 -0.009 -0.042 -0.075
C 0.1372 0.9947 -6.6395 -0.224 0.092 0.043 -0.039
C -0.7375 1.1558 -5.3572 -0.586 -0.541 -0.176 -0.204
H -0.4472 1.2343 -7.5304 0.218 0.112 0.111 0.115
H 1.0239 1.6366 -6.6294 -0.185 -0.065 0.162 0.123
C -0.8947 -0.3683 -4.8317 -0.417 0.039 -0.501 -0.195
H 1.2061 -1.0210 -4.7330 -0.390 0.129 -0.148 0.137
H 0.0833 -2.1849 -5.4605 0.153 0.177 0.089 0.131
C -1.3383 -0.9289 -3.4748 0.178 0.357 2.026 -0.278
H -1.7436 -0.6718 -5.4671 0.070 -0.246 -0.069 0.139
H -1.7470 1.4939 -5.6587 0.256 -0.352 0.039 0.140
C -0.2227 2.2059 -4.4839 0.205 -0.414 0.863 -0.301
C 1.9493 -0.7040 -7.2202 1.616 -0.249 1.863 -0.416
C -0.2486 -1.1528 -7.8544 -1.475 0.932 -0.724 -0.436
O -0.8191 -0.5537 -8.7540 0.483 -0.623 0.975 0.091
O 2.9206 -0.8904 -6.4937 -1.337 0.401 -1.371 0.116
O 2.0159 -0.7300 -8.5594 0.624 0.113 0.049 -0.030
O -0.2444 -2.4925 -7.8083 0.014 0.068 -0.250 -0.017
C -0.8639 -3.0653 -8.9677 0.021 -0.167 0.013 -0.043
H -0.7250 -4.1399 -8.8698 -0.039 0.041 -0.009 0.090
H -0.3763 -2.6867 -9.8731 -0.137 -0.117 0.165 0.096
H -1.9286 -2.8089 -9.0014 0.248 -0.066 0.002 0.098
C 3.3265 -1.0136 -9.0458 0.235 -0.094 -0.123 -0.040
H 4.0630 -0.3330 -8.5983 -0.217 -0.220 -0.176 0.099
H 3.2629 -0.8786 -10.1238 0.105 -0.030 0.044 0.090
H 3.5956 -2.0495 -8.7962 0.001 0.313 -0.082 0.102
O -0.5927 -0.6850 -2.3031 -0.614 -0.608 -5.113 -0.460
H -1.3644 -2.0276 -3.5805 -0.127 0.033 -0.475 0.115
H -2.3801 -0.6316 -3.2811 -0.125 0.131 -0.182 0.101
C -1.1560 3.0145 -3.6719 -0.147 0.364 0.477 -0.086
C 1.2146 2.2141 -4.1511 0.741 0.230 0.445 -0.073
H 1.7639 2.9515 -4.7651 0.122 -0.179 0.056 0.081
H 1.6900 1.2282 -4.2747 -0.097 0.306 -0.111 0.078
H 1.3796 2.5028 -3.0992 -0.080 -0.085 -0.309 0.073
H -0.6876 3.2931 -2.7143 -0.217 -0.081 -0.223 0.057
H -2.0891 2.4808 -3.4283 0.225 0.147 -0.157 0.083
H -1.4155 3.9571 -4.1821 -0.170 -0.022 0.037 0.072
Gd -0.2114 0.2448 -0.5924 -1.219 2.419 1.937 1.251
C -2.1450 0.2191 1.3484 0.180 -0.874 0.089 -0.247
C -2.8971 0.0580 0.1459 0.061 -0.662 0.110 -0.233
C -2.5534 -1.2040 -0.4159 -0.191 0.075 0.750 -0.236
H -3.6421 0.7487 -0.2516 0.233 -0.180 0.137 0.075
C -1.5354 -1.7948 0.3905 -1.118 0.290 0.209 -0.241
C -1.3148 -0.9368 1.5002 -0.768 0.060 0.337 -0.277
H -0.6868 -1.1554 2.3690 -0.157 0.353 -0.471 0.017
H -2.2445 1.0247 2.0743 0.184 -0.167 -0.263 0.065
H -3.0323 -1.6727 -1.2719 0.310 0.260 -0.038 0.081
H -1.0450 -2.7479 0.2006 -0.144 0.236 0.066 0.092
C 2.3615 0.9225 0.0095 0.097 -0.891 0.013 -0.235
C 1.8943 0.0133 1.0086 0.987 -0.163 -0.283 -0.232
C 1.6165 -1.2366 0.3755 1.202 0.238 -0.229 -0.249
H 1.8598 0.2007 2.0848 -0.300 -0.019 -0.430 0.071
C 1.8943 -1.0971 -1.0157 1.472 0.022 0.498 -0.259
C 2.3585 0.2352 -1.2462 0.388 -0.599 0.559 -0.256
H 2.7359 0.6165 -2.1956 -0.304 -0.048 0.298 0.075
H 2.7454 1.9263 0.1835 -0.290 -0.196 -0.039 0.077
H 1.3193 -2.1596 0.8725 -0.086 0.413 -0.138 0.097
H 1.8137 -1.8853 -1.7647 -0.138 0.362 0.243 0.094
C -3.6153 0.6190 4.9694 -0.550 -0.149 0.218 -0.232
Si -2.2407 -0.3421 5.8247 1.953 0.479 -0.794 0.259
C -2.2332 0.0944 7.6580 -0.773 -0.191 0.450 -0.246
C -2.5392 -2.1903 5.6032 -0.596 -0.186 0.241 -0.245
Si -0.1977 0.1005 4.8137 0.019 -0.164 -0.723 0.389
Si 0.2412 2.3687 4.8602 -0.409 -2.117 0.208 0.251
C 0.2719 2.9286 6.6598 0.261 1.028 0.077 -0.258
C 1.9002 2.6926 4.0308 0.157 0.589 0.027 -0.231
C -1.0952 3.2814 3.8963 0.127 0.609 0.009 -0.234
Si 1.4211 -1.1439 5.9119 -1.593 1.347 -0.761 0.246
C 1.1540 -1.1682 7.7779 0.609 -0.422 0.502 -0.262
C 1.2798 -2.8873 5.2116 0.527 -0.452 0.286 -0.249
C 3.1337 -0.4422 5.5692 0.480 -0.335 0.184 -0.247
H -4.5621 0.3757 5.4741 -0.081 0.143 -0.126 0.012
H -3.7124 0.3382 3.9128 0.136 0.032 0.210 0.018
H -3.4682 1.7040 5.0308 0.006 -0.235 0.030 0.001
H -3.2188 -0.1793 8.0634 0.004 0.093 0.320 0.005
H -1.4690 -0.4513 8.2244 -0.145 0.126 -0.234 -0.004
H -2.0848 1.1691 7.8241 0.002 -0.224 -0.126 0.005
H -2.6134 -2.4533 4.5391 0.077 0.160 0.220 0.028
H -1.7476 -2.8011 6.0565 -0.147 0.191 -0.045 0.001
H -3.4938 -2.4454 6.0871 0.053 -0.244 -0.049 0.010
H 0.9873 2.3505 7.2599 -0.169 0.037 -0.244 0.012
H 0.5871 3.9822 6.6718 -0.021 0.148 0.398 0.001
H -0.7158 2.8575 7.1338 0.198 -0.047 -0.187 0.003
H 1.8308 2.5507 2.9438 -0.044 -0.028 0.234 0.017
H 2.1781 3.7397 4.2205 0.178 -0.035 -0.135 0.014
H 2.7034 2.0514 4.4114 -0.229 0.110 -0.070 -0.003
H -1.0885 2.9971 2.8349 0.047 -0.016 0.280 0.018
H -2.1016 3.1121 4.2956 0.228 -0.002 -0.051 -0.001
H -0.8790 4.3580 3.9600 -0.192 0.029 -0.126 0.013
H 0.3068 -1.8056 8.0627 0.138 0.112 -0.084 0.010
H 2.0635 -1.5780 8.2424 -0.104 -0.058 0.296 0.004
H 0.9858 -0.1633 8.1879 0.021 -0.215 -0.234 0.013
H 1.6282 -2.9151 4.1694 -0.121 0.085 0.243 0.021
H 1.9186 -3.5578 5.8058 -0.062 -0.204 -0.144 0.009
H 0.2525 -3.2733 5.2387 0.226 0.202 0.004 0.002
H 3.3883 -0.5049 4.5027 -0.104 0.043 0.202 0.024
H 3.2280 0.6031 5.8903 -0.086 -0.255 -0.013 0.007
H 3.8659 -1.0397 6.1327 0.132 0.136 -0.114 0.011



Record 3
41
Properties=species:S:1:pos:R:3:forces:R:3:nbo_charge:R:1 method="wB97M-V/def2-TZVPD" lumo_energy_ev="-9.58 / -8.92" spin_multiplicity=3 s2=2.026 mol_weight_g_mol=602.3 total_charge=+2 e_homo_ha="-0.6237 / -0.6362"
Mo -0.0588 0.1865 -0.4867 0.066 -0.181 -0.585 1.776
O 1.7100 -0.0544 3.0951 0.003 -0.029 0.017 -0.375
C 1.5499 -0.0175 1.9275 -0.065 0.109 -0.075 0.648
N 0.3937 0.6221 1.2737 0.151 -0.057 0.392 -0.621
C -0.2010 1.8029 1.9278 0.189 0.026 -0.101 0.651
O -0.2602 1.9587 3.0939 -0.078 -0.018 0.035 -0.370
C -0.6168 2.7604 0.8600 -0.064 -0.135 -0.037 0.091
C -1.0973 4.0185 1.1171 -0.029 0.044 0.016 -0.153
C -1.4471 4.8189 0.0302 0.021 -0.034 -0.008 -0.079
C -1.3088 4.3170 -1.2545 -0.015 0.043 0.022 -0.193
C -0.8300 3.0304 -1.4334 0.039 -0.049 -0.024 0.079
N -0.4779 2.2689 -0.3900 -0.080 0.145 0.064 -0.475
C 2.4779 -0.5317 0.8760 -0.081 -0.012 -0.006 0.090
C 3.6919 -1.0944 1.1795 0.045 -0.024 0.021 -0.159
C 4.4926 -1.5277 0.1251 -0.026 0.015 -0.017 -0.081
C 4.0317 -1.3892 -1.1749 0.041 -0.015 0.022 -0.199
C 2.7862 -0.8287 -1.3989 -0.049 0.043 -0.029 0.085
N 2.0225 -0.3922 -0.3877 0.074 -0.015 0.037 -0.504
H -1.1894 4.3538 2.1418 0.001 0.006 -0.004 0.281
H -1.8239 5.8202 0.1902 -0.002 0.002 -0.005 0.269
H -1.5715 4.9082 -2.1202 -0.003 0.000 0.000 0.272
H -0.7265 2.6040 -2.4240 0.005 -0.005 0.002 0.233
H 3.9950 -1.1817 2.2145 -0.002 0.004 -0.002 0.280
H 5.4615 -1.9675 0.3207 -0.001 -0.002 -0.004 0.267
H 4.6251 -1.7143 -2.0177 -0.004 0.000 -0.003 0.270
H 2.3886 -0.7270 -2.4001 -0.005 -0.003 -0.003 0.235
F -2.1482 -1.1246 1.9314 -0.010 0.007 0.001 -0.306
C -3.3425 -0.9982 1.3486 0.022 0.022 -0.006 0.779
F -4.1408 -1.9600 1.7156 -0.030 -0.032 -0.006 -0.253
F -3.8443 0.1886 1.6247 -0.029 0.001 0.018 -0.277
S -3.0685 -1.0602 -0.4868 0.078 0.229 -0.010 2.223
O -2.0689 0.0845 -0.6752 -0.299 -0.040 0.098 -0.940
O -4.2718 -0.8553 -1.1890 0.061 -0.037 0.046 -0.785
N -2.3077 -2.4101 -0.6316 0.105 -0.067 -0.275 -1.187
S -1.1605 -2.6840 -1.6554 -0.174 0.017 0.215 2.222
O -1.4696 -3.1178 -2.9598 0.043 0.036 0.066 -0.785
O -0.1972 -1.4946 -1.6252 0.072 0.007 0.169 -0.956
C -0.1769 -3.9570 -0.7273 0.055 0.037 -0.059 0.783
F 0.2107 -3.4068 0.4228 -0.004 0.019 0.013 -0.304
F -0.9113 -5.0118 -0.5138 -0.027 -0.034 0.001 -0.253
F 0.8802 -4.2368 -1.4636 0.005 -0.022 0.006 -0.278



Record 4
12
Properties=species:S:1:pos:R:3:forces:R:3:nbo_charge:R:1 method="wB97M-V/def2-TZVPD" lumo_energy_ev=0.72 smiles=CCc1nnno1 mol_weight_g_mol=99.1 e_homo_ha=-0.4165
C 2.4412 0.4844 0.4732 0.156 1.275 -2.866 -0.595
C 1.5119 -0.5923 -0.0446 0.593 -0.281 -0.997 -0.469
C 0.0845 -0.2808 -0.0860 -1.042 -1.186 1.639 0.530
H 2.4098 1.3316 -0.2736 0.200 -0.763 0.596 0.211
H 3.4692 0.1405 0.4836 0.035 -0.110 0.275 0.225
H 2.1564 0.9659 1.3561 -0.418 0.144 1.731 0.219
H 1.7380 -0.8197 -1.0808 0.501 0.147 -0.386 0.232
H 1.6831 -1.5305 0.4339 -0.306 -0.562 0.758 0.241
N -0.8107 -0.8984 0.6660 -0.127 1.473 -0.865 -0.339
N -1.9600 -0.1926 0.3439 -0.957 -1.527 1.519 -0.022
N -1.8488 0.6899 -0.4713 1.090 0.027 -0.719 0.104
O -0.4183 0.6315 -0.8430 0.274 1.363 -0.684 -0.338